(1)
{"formula": "C10H23NSi", "method": "the ωB97M-V functional and the def2-TZVPD basis", "elements": ["C", "H", "H", "H", "H", "H", "H", "H", "H", "H", "C", "H", "C", "H", "H", "H", "C", "C", "C", "C", "C", "C", "H", "H", "H", "H", "Si", "H", "C", "H", "H", "N", "H", "H", "H"], "positions_angstrom": [[-1.969, -1.537, -4.212], [0.134, 0.084, -4.540], [2.417, -2.037, 1.980], [1.758, -3.992, 1.065], [-1.087, -2.067, -4.443], [2.079, 2.303, 2.624], [-0.164, 2.049, 1.742], [-0.333, 1.534, -1.521], [-2.308, -1.454, -5.300], [0.785, 3.327, 3.722], [0.918, 0.574, 2.788], [-1.080, -1.525, -1.695], [-0.196, 2.756, 3.864], [-1.279, 0.833, -5.234], [-1.039, 3.323, 3.674], [2.408, 1.139, 1.371], [-0.731, 0.582, -4.329], [-0.462, 0.414, -1.288], [2.282, 1.309, 2.415], [-1.643, -0.241, -3.404], [1.247, -3.085, 0.566], [-0.229, 1.647, 2.845], [-2.850, -1.990, -3.597], [-0.951, -1.201, 2.246], [1.084, 0.361, 3.916], [-2.659, 0.191, -3.429], [0.279, -0.856, 1.689], [-1.224, 1.181, 2.978], [-1.022, -0.491, -2.026], [-0.478, 1.491, -3.825], [3.122, 0.848, 2.934], [1.502, -2.035, 1.592], [0.180, -3.039, 0.323], [1.646, -2.688, -0.336], [-0.139, 2.293, 4.845]], "nbo_charge": [-0.615, 0.200, 0.397, 0.210, 0.206, 0.201, 0.182, 0.170, 0.216, 0.191, -0.671, 0.214, -0.606, 0.206, 0.213, 0.199, -0.590, -0.034, -0.607, -0.243, -0.421, -0.391, 0.211, -0.231, 0.207, 0.210, 1.197, 0.201, -0.358, 0.200, 0.206, -1.063, 0.198, 0.191, 0.204], "multiplicity": 3, "mol_weight_g_mol": 185.387, "e_homo_ev": [-6.164, -9.139], "e_above_lowest_ev": 0.649, "s_squared": 2.0145}

(2)
{"formula": "C48H29AsF4GeN4O3PPbS5", "method": "the ωB97M-V functional and the def2-TZVPD basis", "elements": ["C", "H", "C", "H", "C", "C", "C", "C", "H", "C", "H", "H", "O", "C", "C", "C", "C", "C", "F", "C", "H", "C", "S", "C", "C", "C", "S", "H", "C", "H", "C", "C", "S", "H", "H", "H", "C", "Pb", "H", "H", "C", "C", "H", "C", "C", "N", "C", "H", "C", "O", "C", "H", "Ge", "C", "C", "C", "H", "H", "H", "S", "H", "C", "C", "N", "H", "H", "C", "H", "C", "H", "H", "H", "C", "N", "O", "P", "F", "S", "C", "C", "F", "C", "F", "N", "C", "C", "H", "H", "C", "As", "C", "C", "C", "C", "C", "H", "C"], "positions_angstrom": [[-1.291, 3.958, 0.560], [1.279, 7.461, -2.285], [0.312, -4.444, -6.917], [-1.849, 4.303, 2.608], [-3.246, -3.788, -0.919], [0.916, 6.893, 3.479], [2.909, -2.089, -2.201], [2.460, 4.971, 2.223], [2.734, 7.524, 4.426], [-3.146, 3.741, -0.973], [-1.822, -4.493, -6.681], [2.684, 6.153, -3.862], [2.917, 1.763, -0.236], [2.421, -3.438, -0.257], [-2.445, -1.678, 0.883], [1.583, -4.011, -4.924], [0.404, -3.942, -4.181], [-0.992, -4.357, 0.140], [-2.268, 0.611, 1.140], [-2.672, -0.674, 3.098], [4.777, -1.047, -2.167], [-3.018, -6.538, -0.074], [1.956, 1.202, 6.712], [4.130, -1.738, -1.643], [2.278, 6.834, 3.727], [-3.021, -1.957, 3.520], [4.291, -0.493, 5.990], [-1.050, -6.040, -2.885], [0.322, 5.991, 2.604], [2.539, -3.865, -4.436], [-0.496, -5.434, 1.022], [-3.178, -5.480, 0.738], [2.149, 1.938, -1.484], [3.059, 3.729, -3.442], [3.895, -3.416, 1.290], [-5.104, 4.035, -0.142], [2.252, 5.677, -2.989], [1.379, 0.848, 1.777], [2.455, -4.321, -6.857], [-1.745, -4.039, -4.259], [-0.665, -4.677, -1.285], [-2.459, 0.452, 3.996], [1.764, -4.100, 0.292], [3.052, 5.872, 3.090], [-3.172, 0.618, 5.198], [-0.504, 1.980, 3.366], [2.055, -2.953, -1.517], [5.419, -1.907, 0.062], [-0.822, -4.113, -4.825], [2.878, 1.539, -2.668], [-3.560, 4.244, 1.334], [0.341, 6.367, -0.290], [0.404, -3.579, -2.286], [4.487, -2.218, -0.393], [-1.409, 1.321, 3.678], [-1.348, -5.793, -1.871], [2.610, -1.662, -3.149], [-0.472, -3.477, 0.527], [-4.249, 4.422, 2.150], [3.227, 1.751, 3.378], [-3.816, -5.565, 1.600], [-2.763, -2.964, 1.317], [1.469, 6.409, -2.107], [-3.793, 0.779, 6.161], [-1.098, 3.460, -1.523], [0.276, -4.629, -7.984], [-2.462, -0.580, 1.714], [0.305, 7.638, 3.973], [1.920, 3.708, -1.645], [-2.446, -7.552, -1.862], [-3.519, -7.454, 0.222], [-0.739, 6.064, 2.410], [1.088, 5.020, 1.970], [0.020, -6.210, 1.693], [0.799, 1.403, -1.365], [0.496, 3.712, 0.836], [-3.289, -2.172, 4.815], [1.282, -1.062, 3.932], [1.156, 4.438, -0.734], [-4.039, 4.020, 0.052], [-3.380, -4.232, 3.230], [-2.198, 4.201, 1.591], [-2.094, -1.473, -0.399], [-3.850, -3.519, -1.858], [3.633, -3.066, 0.301], [-1.783, 3.709, -0.723], [4.113, 5.804, 3.290], [-3.510, 3.530, -1.972], [-0.866, -4.368, -6.188], [2.633, 0.292, 4.901], [-3.059, -3.049, 2.673], [1.536, -4.268, -6.286], [2.473, 4.330, -2.760], [-2.585, -4.135, 0.358], [-2.241, -6.649, -1.297], [3.065, 4.207, 1.745], [0.934, 5.791, -0.990]], "lowdin_spin": [0.000, 0.000, 0.000, 0.000, 0.000, 0.000, 0.000, 0.000, 0.000, 0.000, 0.000, 0.000, 0.000, 0.000, 0.000, 0.000, 0.000, 0.000, 0.000, 0.000, 0.000, 0.000, 0.557, 0.000, 0.000, 0.000, 0.456, 0.000, 0.000, 0.000, 0.000, 0.000, 0.000, 0.000, 0.000, 0.000, 0.000, 0.000, 0.000, 0.000, 0.000, 0.000, 0.000, 0.000, 0.000, 0.001, 0.000, 0.000, 0.000, 0.000, 0.000, 0.000, 0.000, 0.000, 0.001, 0.000, 0.000, 0.000, 0.000, -0.001, 0.000, 0.000, 0.000, 0.000, 0.000, 0.000, 0.000, 0.000, 0.000, 0.000, 0.000, 0.000, 0.000, 0.000, 0.000, 0.000, 0.000, -0.001, 0.000, 0.000, 0.000, 0.000, 0.000, 0.000, 0.000, 0.000, 0.000, 0.000, 0.000, -0.014, 0.000, 0.000, 0.000, 0.000, 0.000, 0.000, 0.000], "multiplicity": 2, "mol_weight_g_mol": 1331.818, "e_homo_ev": [-2.959, -2.958], "e_above_lowest_ev": 2.110, "charge": -2, "s_squared": 0.7580}

(3)
{"formula": "C5H8O", "method": "the ωB97M-V functional and the def2-TZVPD basis", "elements": ["C", "H", "H", "C", "O", "H", "H", "C", "C", "H", "C", "H", "H", "H"], "positions_angstrom": [[0.054, -0.867, 0.133], [1.664, 0.043, -1.341], [1.604, -1.100, 1.755], [-1.255, -0.048, -0.175], [1.402, 0.674, 0.652], [-2.043, -0.556, -0.755], [-0.169, -1.902, -0.120], [0.821, -0.427, 1.371], [0.876, 0.201, -0.600], [-0.591, 0.822, -2.093], [-0.402, 0.924, -1.021], [-1.727, 0.364, 0.720], [0.201, -0.105, 2.213], [-0.434, 1.975, -0.741]], "nbo_charge": [-0.272, 0.182, 0.176, -0.399, -0.531, 0.207, 0.217, -0.055, 0.105, 0.206, -0.427, 0.203, 0.170, 0.218], "smiles": "C1C[C@H]2OC[C@@H]12", "mol_weight_g_mol": 84.118, "e_homo_ev": -9.475, "e_above_lowest_ev": 2.218}